[1]
{
  "formula": "C17H45NO8P",
  "method": "the ωB97M-V functional and the def2-TZVPD basis",
  "homo_energy_ha": -0.128,
  "total_charge": -1,
  "lumo_energy_ev": 2.1179,
  "total_energy_ha": -1672.56998,
  "orbital_gap_ev": 5.5944,
  "molar_mass_da": 422.520,
  "species": ["N", "C", "C", "C", "P", "O", "C", "C", "O", "H", "H", "H", "H", "H", "H", "H", "H", "H", "H", "H", "H", "H", "H", "H", "C", "O", "C", "C", "O", "C", "H", "H", "H", "H", "H", "H", "H", "H", "H", "H", "C", "O", "C", "C", "O", "C", "H", "H", "H", "H", "H", "H", "H", "H", "H", "H", "C", "O", "C", "C", "O", "C", "H", "H", "H", "H", "H", "H", "H", "H", "H", "H"],
  "positions_angstrom": [[-3.835, 4.245, -0.102], [-2.403, 3.953, -0.074], [-2.000, 2.961, 1.036], [-2.899, 2.998, 2.291], [-2.710, 4.466, 3.506], [-1.405, 3.699, 4.439], [-0.139, 4.199, 4.120], [-0.405, 5.549, 3.417], [-1.507, 5.283, 2.561], [-4.195, 4.291, -1.041], [-4.035, 5.101, 0.389], [-1.845, 4.875, 0.117], [-2.057, 3.565, -1.034], [-2.059, 1.946, 0.608], [-0.955, 3.101, 1.310], [-3.938, 2.953, 1.972], [-2.703, 2.068, 2.840], [-2.742, 5.567, 4.469], [-3.643, 3.764, 4.389], [-3.845, 5.111, 2.830], [0.464, 4.455, 5.001], [0.373, 3.509, 3.443], [-0.719, 6.287, 4.159], [0.401, 5.859, 2.751], [1.999, 1.750, 1.410], [2.434, 1.587, 2.750], [2.376, 0.247, 3.192], [3.729, -0.435, 3.142], [4.225, -0.552, 1.815], [5.142, 0.469, 1.471], [2.334, 2.728, 1.066], [2.412, 0.986, 0.746], [0.906, 1.720, 1.372], [1.643, -0.313, 2.603], [2.033, 0.263, 4.231], [3.630, -1.451, 3.539], [4.447, 0.103, 3.769], [6.128, 0.257, 1.899], [4.802, 1.450, 1.810], [5.225, 0.487, 0.384], [-1.710, -2.313, -1.818], [-1.734, -1.274, -0.858], [-2.286, -1.669, 0.388], [-1.210, -2.013, 1.397], [-0.435, -3.138, 0.990], [0.785, -2.761, 0.375], [-1.017, -2.025, -2.607], [-1.371, -3.259, -1.390], [-2.707, -2.451, -2.255], [-2.965, -2.518, 0.254], [-2.867, -0.826, 0.771], [-1.682, -2.270, 2.349], [-0.562, -1.148, 1.566], [1.521, -2.480, 1.137], [0.646, -1.928, -0.316], [1.163, -3.617, -0.185], [1.960, -6.086, -5.728], [1.047, -5.502, -6.641], [-0.274, -5.410, -6.131], [-0.583, -4.028, -5.591], [0.224, -3.702, -4.470], [1.338, -2.887, -4.795], [2.967, -5.848, -6.070], [1.832, -5.693, -4.718], [1.840, -7.175, -5.711], [-0.440, -6.164, -5.356], [-0.957, -5.621, -6.960], [-1.624, -4.004, -5.256], [-0.465, -3.275, -6.376], [1.024, -1.845, -4.912], [1.833, -3.222, -5.709], [2.045, -2.951, -3.969]],
  "atomic_forces_ev_per_a": [[-0.07, -0.47, -0.32], [0.65, 0.42, 0.64], [-0.77, -0.64, -0.10], [1.13, -0.20, -0.17], [-1.90, -0.49, 0.45], [0.46, -0.05, 0.03], [-0.55, 1.07, -0.22], [-0.72, -1.13, -1.05], [0.24, 0.31, 0.37], [0.00, 0.20, -0.10], [-0.11, 0.04, 0.14], [0.02, 0.00, -0.08], [-0.19, -0.01, -0.13], [-0.04, 0.03, -0.01], [0.06, 0.23, 0.00], [-0.14, 0.19, 0.08], [0.04, 0.15, 0.17], [0.38, 0.09, -0.12], [0.04, 0.04, -0.15], [0.25, 0.14, -0.12], [0.12, -0.60, 0.19], [0.39, -0.01, 0.06], [0.40, 0.30, 0.05], [0.32, 0.32, 0.39], [-0.20, 0.10, 0.04], [0.32, -0.11, -0.16], [-0.06, 0.19, 0.19], [-0.04, -0.15, -0.15], [-0.01, 0.09, 0.03], [-0.02, -0.05, -0.02], [-0.04, 0.04, 0.08], [0.02, -0.04, 0.04], [0.00, -0.01, -0.12], [0.02, -0.08, 0.00], [-0.03, -0.05, 0.00], [-0.02, 0.01, 0.02], [-0.01, 0.04, 0.01], [0.02, 0.06, 0.01], [-0.01, 0.00, 0.02], [0.02, -0.05, 0.00], [-0.02, 0.11, -0.01], [0.06, -0.17, 0.00], [0.02, 0.25, 0.02], [-0.03, -0.21, 0.04], [-0.03, 0.12, -0.11], [0.02, -0.02, 0.07], [-0.03, 0.02, -0.01], [0.00, -0.01, 0.01], [0.00, -0.07, -0.01], [0.01, -0.04, 0.00], [0.01, 0.00, 0.01], [-0.01, 0.02, 0.00], [-0.02, 0.05, -0.02], [0.06, 0.05, -0.07], [0.02, 0.02, 0.01], [-0.02, -0.05, 0.07], [0.01, -0.01, -0.06], [0.01, 0.05, 0.13], [0.01, 0.06, -0.21], [-0.04, 0.01, 0.24], [0.11, -0.09, -0.14], [-0.05, 0.03, 0.09], [-0.02, -0.02, -0.05], [-0.02, 0.00, 0.00], [0.01, -0.01, 0.06], [0.00, 0.01, 0.05], [-0.02, -0.01, 0.02], [-0.02, -0.01, -0.03], [0.02, -0.03, -0.05], [0.04, 0.02, -0.04], [-0.01, -0.01, -0.02], [-0.05, 0.02, 0.04]]
}

***

[2]
{
  "formula": "C30H55FN3O16Sr2",
  "method": "the ωB97M-V functional and the def2-TZVPD basis",
  "homo_energy_ha": -0.309,
  "total_charge": 1,
  "lumo_energy_ev": -2.9006,
  "total_energy_ha": -2705.32977,
  "orbital_gap_ev": 5.5185,
  "molar_mass_da": 908.013,
  "species": ["Sr", "Sr", "C", "C", "C", "O", "C", "C", "C", "O", "O", "O", "H", "H", "F", "C", "O", "C", "C", "N", "C", "C", "O", "C", "H", "H", "H", "H", "H", "H", "H", "H", "H", "H", "H", "H", "H", "H", "H", "C", "O", "C", "C", "N", "C", "C", "O", "C", "H", "H", "H", "H", "H", "H", "H", "H", "H", "H", "H", "H", "H", "H", "H", "C", "O", "C", "C", "N", "C", "C", "O", "C", "H", "H", "H", "H", "H", "H", "H", "H", "H", "H", "H", "H", "H", "H", "H", "C", "C", "O", "C", "O", "O", "H", "H", "H", "H", "C", "C", "O", "C", "O", "O", "H", "H", "H", "H"],
  "positions_angstrom": [[-0.744, 0.462, 0.093], [2.132, -2.610, 1.279], [3.760, 1.626, 0.098], [5.042, 1.833, 0.454], [5.587, 1.356, 1.781], [6.751, 1.685, 2.197], [4.919, 0.539, 2.658], [3.542, 0.178, 2.306], [2.871, 0.748, 0.901], [1.712, 0.407, 0.697], [2.913, -0.719, 2.885], [5.715, 2.577, -0.363], [3.499, 2.076, -0.849], [5.236, 0.156, 3.617], [-0.149, -1.948, 0.392], [-2.316, -0.706, -2.922], [-2.562, -0.283, -1.527], [-3.940, -0.196, -1.212], [-4.004, 0.102, 0.334], [-3.237, 1.325, 0.672], [-3.207, 1.699, 2.103], [-2.750, 0.612, 3.049], [-1.617, -0.094, 2.510], [-0.976, -0.908, 3.542], [-2.986, -1.508, -3.233], [-1.280, -1.020, -3.047], [-2.501, 0.123, -3.606], [-4.491, -1.133, -1.294], [-4.376, 0.569, -1.855], [-3.539, -0.740, 0.846], [-5.004, 0.306, 0.718], [-3.593, 2.192, 0.296], [-4.217, 1.993, 2.393], [-2.698, 2.631, 2.352], [-3.607, -0.048, 3.182], [-2.617, 0.917, 4.087], [-0.441, -0.269, 4.245], [-0.165, -1.560, 3.216], [-1.658, -1.466, 4.183], [1.597, -3.761, -2.318], [2.435, -3.006, -1.450], [3.643, -2.753, -2.032], [4.476, -1.745, -1.213], [4.501, -2.031, 0.239], [5.264, -3.264, 0.414], [5.370, -3.511, 1.943], [4.103, -3.569, 2.450], [4.140, -3.833, 3.871], [0.573, -3.758, -1.945], [1.948, -4.790, -2.236], [1.570, -3.272, -3.292], [3.572, -2.401, -3.061], [4.237, -3.660, -2.144], [4.102, -0.723, -1.275], [5.402, -1.828, -1.781], [4.825, -1.227, 0.757], [6.240, -3.165, -0.062], [4.836, -4.149, -0.057], [6.052, -2.858, 2.487], [5.746, -4.530, 2.033], [3.167, -3.497, 4.230], [4.848, -3.115, 4.284], [4.393, -4.780, 4.348], [1.258, -0.340, -2.779], [0.446, 0.698, -2.154], [0.245, 1.832, -2.995], [-1.023, 2.583, -2.575], [-1.014, 2.841, -1.139], [0.225, 3.452, -0.593], [-0.118, 3.628, 0.972], [-0.151, 2.353, 1.642], [-0.083, 2.599, 3.110], [1.078, -1.151, -2.073], [2.285, -0.061, -3.013], [0.753, -0.532, -3.726], [0.308, 1.675, -4.072], [1.136, 2.368, -2.668], [-2.018, 2.260, -2.879], [-0.964, 3.590, -2.987], [-1.740, 3.527, -0.985], [0.456, 4.419, -1.041], [1.076, 2.773, -0.552], [-1.112, 4.076, 0.979], [0.601, 4.289, 1.458], [-0.838, 3.329, 3.402], [0.920, 2.994, 3.270], [-0.152, 1.565, 3.449], [-5.125, 6.013, -2.941], [-5.647, 4.681, -3.413], [-5.281, 3.811, -2.326], [-4.271, 4.326, -1.592], [-3.777, 3.811, -0.596], [-4.129, 5.643, -2.008], [-5.888, 6.699, -2.575], [-4.608, 6.334, -3.846], [-5.175, 4.272, -4.307], [-6.712, 4.518, -3.580], [-2.389, -4.328, -0.062], [-2.936, -3.563, 1.167], [-4.357, -3.464, 0.910], [-4.737, -4.323, -0.043], [-5.840, -4.679, -0.311], [-3.645, -4.665, -0.761], [-1.750, -5.167, 0.215], [-1.785, -3.677, -0.693], [-2.521, -2.558, 1.250], [-3.045, -4.124, 2.095]],
  "atomic_forces_ev_per_a": [[0.68, -0.54, 0.51], [-0.57, 1.96, -0.45], [-5.37, -3.40, 1.38], [3.83, 3.51, -2.14], [5.28, 1.56, 1.95], [-1.85, 0.05, -2.04], [-6.17, -1.96, -0.77], [3.39, 1.31, -1.75], [4.73, 2.43, 0.57], [-1.98, -1.19, -0.76], [-1.98, -1.77, 0.57], [-0.61, -2.17, 2.64], [-0.54, -0.12, -0.11], [0.59, 0.27, -0.14], [0.48, -0.27, 0.19], [-0.41, 0.39, 0.73], [0.44, -1.19, -1.74], [-0.16, 0.51, 1.92], [0.21, 1.81, -0.70], [1.50, 0.13, 0.99], [-0.61, 0.00, 0.65], [-0.74, -0.80, -0.16], [0.27, -0.93, 1.29], [0.25, 0.84, 0.52], [-0.02, -0.17, 0.36], [-0.17, 0.03, 0.40], [-0.02, 0.23, 0.10], [0.20, -0.25, -0.59], [-0.37, 0.15, 0.22], [-0.22, -0.04, 0.05], [-0.50, -0.87, -0.35], [-0.24, -0.48, -1.08], [-0.50, -0.39, 0.40], [0.68, -0.05, -0.99], [0.06, -0.80, -0.34], [0.67, 0.66, -0.12], [-0.10, 0.46, 0.03], [-0.51, 0.05, -0.94], [-0.49, -0.15, -0.53], [-0.41, -0.08, 0.88], [-1.85, 0.01, 0.94], [2.13, 0.72, 0.18], [-1.19, 0.31, -0.32], [-0.64, -1.47, -2.41], [0.80, 0.86, 2.13], [2.02, -1.76, -2.31], [-1.57, -0.87, 1.77], [-0.53, 2.10, 0.63], [0.03, 0.23, 0.29], [0.01, -0.13, -0.97], [0.27, -0.56, -0.27], [-0.35, 0.43, -0.12], [0.00, -0.50, 0.16], [-0.10, 0.02, -0.42], [0.81, 0.44, 0.69], [0.63, 0.19, 0.33], [0.38, -0.03, 0.29], [-0.65, 0.20, 0.00], [-0.27, 0.49, -0.11], [0.73, -0.11, 0.12], [-0.05, -0.22, 0.18], [0.02, 0.10, 0.12], [-0.01, -0.66, -1.24], [-1.87, 0.66, 0.38], [-0.16, -1.14, -1.06], [0.28, 0.60, 1.12], [0.98, 1.52, 0.06], [0.72, -0.46, 0.44], [-1.09, -0.48, 2.66], [0.26, -0.19, -1.80], [-0.18, 1.92, 0.64], [0.84, -0.95, -2.35], [0.86, -0.26, -0.33], [0.09, 0.12, 0.60], [0.16, -0.45, -0.22], [-0.18, -0.54, 0.02], [-0.19, 1.18, -0.83], [0.26, -0.87, 0.01], [0.34, 0.10, -0.99], [-0.29, -0.23, 0.38], [0.25, 0.03, -0.02], [0.10, -0.01, -0.66], [-0.19, 0.22, 0.45], [0.08, -0.01, -0.06], [-0.15, -0.36, 0.24], [-0.06, 0.01, 0.41], [-0.23, 0.61, 0.76], [0.24, -0.61, -1.98], [-0.61, -1.60, 0.31], [0.85, -1.19, 0.74], [-2.06, 1.41, 0.76], [-0.42, 1.34, -2.60], [1.12, -1.06, 1.57], [0.41, -0.02, 0.31], [-0.04, 1.19, 0.43], [0.36, 0.34, -0.03], [-0.05, 0.55, 0.32], [-1.22, 0.90, 0.15], [-1.13, -0.41, -0.16], [-0.61, 0.73, 0.10], [0.30, 0.16, -0.70], [0.29, 0.34, 0.34], [1.83, -0.99, 0.05], [-0.62, -0.45, -0.17], [-0.27, 0.08, -0.07], [0.09, -0.25, 0.29], [1.49, 0.03, 0.18]]
}

***

[3]
{
  "formula": "C19H14Cl4CoN2S",
  "method": "the ωB97M-V functional and the def2-TZVPD basis",
  "homo_energy_ha": -0.426,
  "total_charge": 1,
  "lumo_energy_ev": -4.5508,
  "de_lowest_kcal_mol": 4.1,
  "total_energy_ha": -4463.38936,
  "orbital_gap_ev": 7.0277,
  "molar_mass_da": 503.147,
  "species": ["Co", "Cl", "C", "C", "C", "C", "C", "Cl", "C", "S", "H", "H", "H", "C", "C", "C", "C", "C", "C", "N", "N", "C", "C", "C", "C", "C", "C", "H", "H", "H", "H", "H", "H", "H", "H", "H", "Cl", "C", "Cl", "H", "H"],
  "positions_angstrom": [[0.202, 0.504, 0.379], [-0.086, 0.701, 2.633], [-0.528, -0.941, 3.096], [-0.679, -1.224, 4.439], [-1.027, -2.516, 4.788], [-1.205, -3.482, 3.809], [-1.035, -3.165, 2.473], [-1.268, -4.378, 1.271], [-0.687, -1.872, 2.082], [-0.509, -1.463, 0.374], [-0.535, -0.454, 5.185], [-1.161, -2.774, 5.829], [-1.477, -4.494, 4.075], [-2.807, 0.748, -4.233], [-3.015, 0.877, -2.871], [-1.946, 0.750, -1.996], [-0.676, 0.506, -2.484], [-0.460, 0.365, -3.846], [-1.527, 0.487, -4.716], [0.392, 0.404, -1.534], [1.542, 0.271, -1.961], [2.483, 0.160, -0.941], [3.824, 0.013, -1.242], [4.732, -0.091, -0.198], [4.286, -0.045, 1.113], [2.929, 0.104, 1.414], [2.031, 0.214, 0.374], [-3.637, 0.838, -4.920], [-4.008, 1.063, -2.483], [-2.116, 0.815, -0.929], [0.537, 0.161, -4.213], [-1.363, 0.375, -5.779], [4.135, -0.019, -2.278], [5.786, -0.211, -0.406], [4.997, -0.130, 1.925], [2.617, 0.125, 2.449], [-3.091, 2.889, 0.641], [-1.793, 3.647, -0.257], [-0.170, 3.149, 0.344], [-1.834, 4.718, -0.105], [-1.854, 3.375, -1.304]],
  "atomic_forces_ev_per_a": [[-0.82, 0.63, 0.15], [-0.18, -0.11, -0.14], [0.11, -0.03, 0.04], [0.03, 0.12, -0.05], [-0.02, -0.06, 0.04], [-0.02, -0.06, 0.01], [-0.02, -0.09, 0.03], [-0.01, -0.01, 0.01], [0.06, 0.27, -0.27], [0.13, -0.27, 0.19], [0.00, -0.02, -0.01], [0.00, 0.00, -0.01], [0.00, 0.01, 0.00], [0.07, -0.02, -0.08], [-0.03, 0.01, 0.11], [-0.22, 0.01, 0.24], [0.09, 0.03, 0.11], [0.29, -0.03, -0.24], [-0.05, 0.01, -0.02], [-0.60, 0.04, 0.28], [0.54, -0.13, -0.46], [0.14, 0.03, -0.01], [0.29, -0.03, -0.17], [0.03, -0.01, -0.12], [-0.05, 0.00, 0.09], [0.06, -0.04, -0.07], [-0.12, 0.02, 0.30], [0.01, 0.00, -0.01], [0.02, 0.00, 0.01], [-0.04, 0.00, 0.01], [-0.06, 0.01, 0.00], [0.01, 0.00, 0.00], [0.03, 0.00, 0.03], [-0.01, 0.00, -0.01], [0.01, 0.00, -0.01], [-0.02, 0.00, 0.00], [0.02, -0.06, 0.02], [-0.03, 0.01, 0.08], [0.31, -0.22, -0.06], [0.03, 0.02, -0.03], [0.02, -0.04, -0.01]]
}